{
  "formula": "CHClNO2S",
  "method": "wB97M-V/def2-TZVPD",
  "e_tot_ev": -29995.6783,
  "homo_lumo_gap_ha": 0.2475,
  "multiplicity": 1,
  "e_above_lowest_kj_mol": 190.44,
  "total_charge": -1,
  "e_lumo_ev": 3.71,
  "e_homo_ha": -0.1112,
  "elements": ["C", "N", "O", "O", "S", "Cl", "H"],
  "coordinates": [[-0.01, -0.38, -1.48], [0.62, 0.21, 1.84], [0.46, -1.36, -1.80], [-0.37, 0.73, -1.53], [-0.76, -0.42, 1.15], [1.88, 0.69, 0.63], [-1.81, 0.54, 1.18]]
}

{
  "formula": "C18H42N6O6Tl",
  "method": "wB97M-V/def2-TZVPD",
  "e_tot_ev": -45234.2040,
  "homo_lumo_gap_ha": 0.0408,
  "multiplicity": 1,
  "e_above_lowest_kj_mol": 514.77,
  "total_charge": 3,
  "e_lumo_ev": -13.31,
  "e_homo_ha": -0.5299,
  "elements": ["Tl", "C", "C", "O", "N", "C", "H", "H", "H", "H", "H", "H", "H", "C", "C", "O", "N", "C", "H", "H", "H", "H", "H", "H", "H", "C", "C", "O", "N", "C", "H", "H", "H", "H", "H", "H", "H", "C", "C", "O", "N", "C", "H", "H", "H", "H", "H", "H", "H", "C", "C", "O", "N", "C", "H", "H", "H", "H", "H", "H", "H", "C", "C", "O", "N", "C", "H", "H", "H", "H", "H", "H", "H"],
  "coordinates": [[-0.86, 0.88, -0.36], [-4.63, 2.73, 7.39], [-5.27, 2.79, 5.97], [-4.76, 2.12, 5.05], [-6.28, 3.53, 5.76], [-6.93, 4.38, 6.82], [-4.80, 1.68, 7.62], [-4.79, 3.40, 8.24], [-3.61, 2.97, 7.08], [-6.75, 3.51, 4.86], [-7.46, 3.84, 7.61], [-7.70, 4.96, 6.31], [-6.36, 5.17, 7.30], [4.83, -0.83, -7.14], [4.27, -1.83, -6.12], [3.34, -1.44, -5.44], [4.76, -3.08, -5.95], [5.70, -3.84, -6.79], [5.82, -1.14, -7.48], [4.80, 0.22, -6.85], [4.26, -0.88, -8.06], [4.33, -3.65, -5.23], [6.15, -4.71, -6.32], [6.44, -3.25, -7.33], [5.17, -4.22, -7.66], [7.45, -1.94, 1.96], [6.41, -2.73, 1.13], [5.39, -2.19, 0.75], [6.64, -3.95, 0.74], [7.71, -4.79, 1.22], [7.25, -2.17, 3.01], [7.33, -0.88, 1.73], [8.48, -2.17, 1.71], [5.83, -4.37, 0.30], [7.44, -5.84, 1.29], [7.99, -4.57, 2.25], [8.59, -4.93, 0.60], [0.57, -6.42, 3.66], [-0.81, -5.77, 3.51], [-0.87, -4.72, 2.78], [-1.85, -6.35, 4.05], [-3.25, -5.96, 3.93], [0.52, -7.11, 4.50], [1.45, -5.84, 3.95], [0.82, -7.17, 2.91], [-1.66, -7.09, 4.71], [-3.07, -4.88, 3.97], [-3.92, -6.24, 4.74], [-3.62, -6.30, 2.97], [-0.58, 8.59, 1.87], [-0.35, 7.85, 3.08], [-0.35, 6.59, 3.05], [-0.32, 8.57, 4.12], [-0.43, 8.19, 5.51], [-1.41, 8.21, 1.28], [0.26, 8.33, 1.21], [-0.60, 9.68, 1.94], [-0.12, 9.50, 3.79], [-0.04, 8.90, 6.23], [0.17, 7.30, 5.69], [-1.41, 7.81, 5.81], [-3.52, -1.01, -8.82], [-4.15, -0.03, -7.82], [-3.70, 0.00, -6.67], [-5.10, 0.86, -8.09], [-5.68, 0.93, -9.51], [-3.59, -0.81, -9.89], [-4.21, -1.85, -8.76], [-2.48, -1.23, -8.56], [-5.55, 1.50, -7.46], [-5.07, 1.67, -10.03], [-6.57, 1.55, -9.53], [-5.74, -0.01, -10.05]]
}

{
  "formula": "C14H16N4O4",
  "method": "wB97M-V/def2-TZVPD",
  "e_tot_ev": -28928.8017,
  "homo_lumo_gap_ha": 0.3216,
  "multiplicity": 1,
  "e_above_lowest_kj_mol": 0.00,
  "e_lumo_ev": 0.58,
  "e_homo_ha": -0.3005,
  "elements": ["O", "C", "N", "C", "O", "N", "C", "C", "C", "C", "C", "C", "C", "C", "O", "C", "C", "N", "N", "C", "C", "O", "H", "H", "H", "H", "H", "H", "H", "H", "H", "H", "H", "H", "H", "H", "H", "H"],
  "coordinates": [[2.10, 3.76, -0.53], [1.47, 2.94, 0.10], [0.71, 3.34, 1.20], [-0.07, 2.56, 2.01], [-0.69, 3.02, 2.94], [-0.08, 1.21, 1.70], [-0.92, 0.32, 2.50], [-2.24, 0.08, 1.81], [-3.20, 1.08, 1.79], [-4.40, 0.88, 1.14], [-4.65, -0.32, 0.50], [-3.70, -1.32, 0.51], [-2.49, -1.12, 1.16], [0.63, 0.71, 0.65], [0.54, -0.60, 0.46], [1.41, 1.52, -0.16], [2.16, 0.98, -1.26], [2.13, -0.27, -1.54], [2.92, -0.79, -2.50], [2.44, -2.02, -3.11], [2.47, -3.15, -2.07], [3.77, -3.40, -1.61], [0.73, 4.33, 1.42], [-1.08, 0.83, 3.46], [-0.38, -0.61, 2.65], [-3.00, 2.01, 2.30], [-5.15, 1.66, 1.13], [-5.59, -0.48, -0.01], [-3.89, -2.26, 0.01], [-1.74, -1.90, 1.17], [1.12, -0.81, -0.33], [2.75, 1.69, -1.83], [3.31, -0.11, -3.15], [3.12, -2.26, -3.93], [1.42, -1.92, -3.50], [2.13, -4.08, -2.54], [1.80, -2.91, -1.24], [4.13, -2.56, -1.30]]
}

{
  "formula": "C4H7N2",
  "method": "wB97M-V/def2-TZVPD",
  "e_tot_ev": -7227.5632,
  "homo_lumo_gap_ha": [0.2803, 0.2756],
  "multiplicity": 3,
  "e_above_lowest_kj_mol": 305.76,
  "total_charge": 1,
  "e_lumo_ev": [-3.25, -8.19],
  "e_homo_ha": [-0.3998, -0.5766],
  "elements": ["C", "C", "C", "C", "N", "N", "H", "H", "H", "H", "H", "H", "H"],
  "coordinates": [[-1.51, -0.31, 0.27], [-0.34, -1.27, -0.16], [1.03, 0.78, 0.58], [0.01, 1.10, -0.44], [-1.29, 0.90, -0.03], [0.69, -0.31, -0.43], [-2.46, -0.60, 0.73], [-0.09, -2.06, 0.52], [-0.63, -1.62, -1.06], [1.89, 1.38, 0.51], [0.92, 0.78, 1.68], [0.26, 1.73, -1.23], [1.51, -0.51, -0.95]]
}